(1)
Here is a structure of composition C3H6NO3PS at a distorted geometry from the Open Molecules 2025 dataset. Energies are from ωB97M-V/def2-TZVPD.

XYZ file:
```
15
C3H6NO3PS, DFT ωB97M-V/def2-TZVPD
H 1.26419 -2.19200 2.33573
O -0.53187 -1.92515 -0.36359
C -1.72526 0.55244 -1.43522
H -2.05757 -0.46150 -1.71375
O -0.00147 2.19581 1.31641
P 0.75119 1.41339 0.35670
H -2.33771 1.02142 -0.62252
H 1.07564 -0.89953 1.56608
H 0.45873 0.39583 -1.73567
N 0.63716 -0.24781 0.95379
H -1.74142 1.19457 -2.35273
C -0.09088 -0.80258 -0.03476
O 2.14957 1.79314 -0.19290
C -0.27020 0.45523 -0.97525
S 2.41991 -2.49326 2.89768
```

HOMO, eV: -0.2
DFT total energy, a.u.: -1138.02134
Largest force on an atom, eV/A: 3.851
E_LUMO, eV: 6.13
Spin multiplicity: 1
Net charge: -2



(2)
Here is a cluster of 2 separate species, C3H6NO4 in total at a distorted geometry from the Open Molecules 2025 dataset. Energies are from ωB97M-V/def2-TZVPD.

XYZ file:
```
14
C3H6NO4, DFT ωB97M-V/def2-TZVPD
N -0.98802 0.13960 0.15094
H 1.68838 -2.47513 1.95622
O 0.10066 -1.79583 0.47110
C 1.32582 -0.33127 -0.93279
H 1.95452 -1.00426 2.31322
C -1.21182 1.46110 -0.72256
O -0.42422 2.27363 -0.39203
H -1.79840 -0.25455 0.64721
H 2.27911 -0.67848 -0.53218
O 2.28897 -1.91409 2.40393
H 1.30300 0.68057 -1.34127
C 0.17328 -0.67127 -0.07456
H 1.34588 -0.88297 -1.88859
O -2.16292 1.54708 -1.46197
```

HOMO, eV: -4.5
DFT total energy, a.u.: -473.71071
Energy relative to the best compared isomer or geometry (same formula, charge and spin), kcal per mole: 40.2
Largest force on an atom, eV/A: 5.486
E_LUMO, eV: 3.86
Spin multiplicity: 1
Net charge: -1



(3)
Here is the ion C3H6NO4 with charge -1 at a distorted geometry from the Open Molecules 2025 dataset. Energies are from ωB97M-V/def2-TZVPD.

XYZ file:
```
14
C3H6NO4, DFT ωB97M-V/def2-TZVPD
C -0.04078 -0.04722 -0.03061
H 0.07701 -2.09847 0.46703
O -0.33002 2.18578 0.21015
H -0.31367 -1.79664 -1.27448
H 1.06297 1.87423 -0.21303
C 1.48046 0.34585 0.34140
N -0.79463 0.98936 0.00718
O 1.89816 1.37141 -0.49193
C -0.49230 -1.42380 -0.27358
O -1.87803 -1.55404 0.04718
O -2.06112 0.89992 -0.12480
H 2.17142 -0.63988 0.17288
H -2.35373 -0.74456 -0.27589
H 1.57425 0.63807 1.43851
```

HOMO, eV: -3.8
DFT total energy, a.u.: -473.53901
Energy relative to the best compared isomer or geometry (same formula, charge and spin), kcal per mole: 148.0
Largest force on an atom, eV/A: 4.366
E_LUMO, eV: 4.03
Spin multiplicity: 1
Net charge: -1
SMILES: [O-][N+]([O-])=C(CO)CO



(4)
Here is a cluster of 2 separate species, C3H6NOP in total at a distorted geometry from the Open Molecules 2025 dataset. Energies are from ωB97M-V/def2-TZVPD.

XYZ file:
```
12
C3H6NOP, DFT ωB97M-V/def2-TZVPD
H 1.44042 -0.96699 -0.08925
C -0.47187 -0.25423 -0.90115
H -0.50079 0.85925 1.54544
O 0.52226 2.71560 -2.65287
C 0.76078 -0.14839 -0.01424
H -1.21590 -0.93154 -0.53778
H -0.92818 0.67528 -0.93115
P 0.15096 2.93693 -1.32910
H 1.14465 0.39023 2.23432
C 0.59021 0.71388 1.26387
H -0.12490 -0.60819 -1.90720
N 1.24068 1.22097 0.15488
```

HOMO (spin up / spin down), eV: -7.9 / -7.9
DFT total energy, a.u.: -589.12001
Energy relative to the best compared isomer or geometry (same formula, charge and spin), kcal per mole: 79.2
Largest force on an atom, eV/A: 6.687
E_LUMO (spin up / spin down), eV: -1.36 / -1.36
Spin multiplicity: 1
Net charge: 0



(5)
Here is a structure of composition C3H6NOP at a distorted geometry from the Open Molecules 2025 dataset. Energies are from ωB97M-V/def2-TZVPD.

XYZ file:
```
12
C3H6NOP, DFT ωB97M-V/def2-TZVPD
H 0.25255 -1.01402 -1.19590
H -2.82047 1.28170 0.30446
O -0.51415 0.75852 -0.75967
C 1.77143 0.27525 -0.28365
C 0.90765 2.38462 0.76227
C 0.30224 -0.31140 -0.40686
H 2.48141 -0.25315 0.34070
H 2.13692 0.39070 -1.38865
N 1.51249 1.47908 0.32078
H 0.07251 -0.62085 0.68996
P -1.35994 1.87678 0.07447
H -0.96968 1.49885 1.34541
```

HOMO, eV: -8.8
DFT total energy, a.u.: -589.13478
Energy relative to the best compared isomer or geometry (same formula, charge and spin), kcal per mole: 69.9
Largest force on an atom, eV/A: 3.545
E_LUMO, eV: 0.78
Spin multiplicity: 1
Net charge: 0



(6)
Here is an isolated molecule of C3H6NOP at a distorted geometry from the Open Molecules 2025 dataset. Energies are from ωB97M-V/def2-TZVPD.

XYZ file:
```
12
C3H6NOP, DFT ωB97M-V/def2-TZVPD
O 0.15505 1.30554 1.09260
C 1.91719 0.58137 -0.45612
C -0.49710 -0.20182 -0.58405
H 2.74779 0.04909 0.13962
P -2.13824 -0.13347 -0.20628
C 0.47435 0.62894 0.15343
H -0.27374 -1.09655 -1.25435
H 1.95368 0.26829 -1.43102
H 2.27033 1.68084 -0.40477
H -3.29952 1.60366 0.57693
H -3.23843 -1.04308 -0.27604
N -2.41889 1.23781 0.34813
```

HOMO, eV: -8.5
DFT total energy, a.u.: -589.14230
Energy relative to the best compared isomer or geometry (same formula, charge and spin), kcal per mole: 65.2
Largest force on an atom, eV/A: 4.699
E_LUMO, eV: -0.23
Spin multiplicity: 1
Net charge: 0



(7)
Here is the ion C3H6NOS2 with charge +1 at a distorted geometry from the Open Molecules 2025 dataset. Energies are from ωB97M-V/def2-TZVPD.

XYZ file:
```
13
C3H6NOS2, DFT ωB97M-V/def2-TZVPD
S 1.54220 0.22699 -0.11854
H -3.40136 1.46318 -0.69743
H -0.96872 1.78657 -0.62657
S -0.34345 -0.12370 0.65355
N -3.51011 -0.46444 0.03743
C -2.84330 0.84612 0.03102
O -2.84718 -1.45864 0.14047
H -3.52549 1.12154 0.97099
H 1.89396 -2.16799 -0.40113
C 2.38060 -1.36671 0.08234
H 3.21867 -1.34702 -0.57404
C -1.35054 1.00661 0.00338
H 2.51449 -1.60461 1.10564
```

HOMO (spin up / spin down), eV: -13.8 / -13.8
DFT total energy, a.u.: -1043.85800
Energy relative to the best compared isomer or geometry (same formula, charge and spin), kcal per mole: 79.2
Largest force on an atom, eV/A: 3.094
E_LUMO (spin up / spin down), eV: -6.43 / -6.43
Spin multiplicity: 1
Net charge: +1



(8)
Here is an isolated molecule of C3H6NP at a distorted geometry from the Open Molecules 2025 dataset. Energies are from ωB97M-V/def2-TZVPD.

XYZ file:
```
11
C3H6NP, DFT ωB97M-V/def2-TZVPD
C -0.78992 1.43188 0.20010
H -0.91063 2.30134 -0.27258
N 1.41537 1.13866 -0.18352
C 0.23096 -1.01082 0.19452
H 2.35658 -0.77250 -0.09516
H -1.32570 -0.29515 -1.50751
C 1.42565 -0.15274 -0.04406
H 0.18282 -1.43780 1.18677
P -1.36547 -0.17759 -0.17532
H -0.72338 1.54911 1.37080
H 0.47620 -1.86878 -0.54770
```

HOMO (spin up / spin down), eV: -8.5 / -8.5
DFT total energy, a.u.: -513.87445
Energy relative to the best compared isomer or geometry (same formula, charge and spin), kcal per mole: 59.8
Largest force on an atom, eV/A: 6.233
E_LUMO (spin up / spin down), eV: 0.17 / 0.17
Spin multiplicity: 1
Net charge: 0



(9)
Here is an isolated molecule of C3H6NP3 at a distorted geometry from the Open Molecules 2025 dataset. Energies are from ωB97M-V/def2-TZVPD.

XYZ file:
```
13
C3H6NP3, DFT ωB97M-V/def2-TZVPD
H 0.19052 1.73160 -1.52279
P 1.44290 -3.05895 0.71770
H -1.23784 0.03802 1.31937
N 0.07630 0.13733 -0.29759
C -0.82056 -0.57335 0.51475
P -1.14227 2.52877 0.36621
C 0.95045 -0.43605 -1.11696
P -0.14520 -1.97632 1.26917
H 1.62916 0.20213 -1.65528
H -1.03075 -2.37106 2.28398
C -0.11994 1.44452 -0.49096
H -0.82782 3.82533 -0.32304
H 1.03505 -1.49196 -1.06456
```

HOMO (spin up / spin down), eV: -6.3 / -8.0
DFT total energy, a.u.: -1196.47302
Energy relative to the best compared isomer or geometry (same formula, charge and spin), kcal per mole: 31.6
Largest force on an atom, eV/A: 3.985
E_LUMO (spin up / spin down), eV: -0.86 / -1.99
Spin multiplicity: 3
<S²>: 2.13
Net charge: 0



(10)
Here is a cluster of 2 separate species, C3H6NPS in total at a distorted geometry from the Open Molecules 2025 dataset. Energies are from ωB97M-V/def2-TZVPD.

XYZ file:
```
12
C3H6NPS, DFT ωB97M-V/def2-TZVPD
H -1.64649 -1.99529 0.49671
S -2.13926 0.29841 0.82812
C -1.52681 -1.19810 -0.13233
C -0.13608 -0.91129 -0.41818
H 3.41904 0.85916 -0.15522
H -2.12708 -1.18386 -1.16597
C -0.41694 0.79672 0.89661
H -0.12150 1.62905 1.45502
H 0.36172 -1.69393 -0.94103
H 1.55736 2.06736 -0.07832
N 0.45422 0.05425 0.18476
P 2.32181 1.27751 -0.97016
```

HOMO (spin up / spin down), eV: -7.4 / -7.1
DFT total energy, a.u.: -912.05006
Energy relative to the best compared isomer or geometry (same formula, charge and spin), kcal per mole: 87.8
Largest force on an atom, eV/A: 5.551
E_LUMO (spin up / spin down), eV: -0.03 / -0.38
Spin multiplicity: 1
Net charge: 0



(11)
Here is an isolated molecule of C3H6O at a distorted geometry from the Open Molecules 2025 dataset. Energies are from ωB97M-V/def2-TZVPD.

XYZ file:
```
10
C3H6O, DFT ωB97M-V/def2-TZVPD
H 0.80015 -1.96880 0.29553
C -0.09230 0.56413 0.50521
H -0.59957 -2.29409 -0.63558
C 0.18745 -1.62068 -0.55518
H -0.31310 2.68373 1.26832
H 0.82698 -1.51644 -1.49876
O -0.41983 -0.29165 -0.46792
H -0.26880 2.44912 -0.75059
C -0.24319 1.94379 0.35738
H 0.12220 0.05091 1.48160
```

HOMO, eV: -8.5
DFT total energy, a.u.: -193.06031
Energy relative to the best compared isomer or geometry (same formula, charge and spin), kcal per mole: 52.0
Largest force on an atom, eV/A: 3.379
E_LUMO, eV: 1.05
Spin multiplicity: 1
Net charge: 0
SMILES: C=COC



(12)
Here is a cluster of 2 separate species, C3H6O in total at a distorted geometry from the Open Molecules 2025 dataset. Energies are from ωB97M-V/def2-TZVPD.

XYZ file:
```
10
C3H6O, DFT ωB97M-V/def2-TZVPD
H -3.64567 -1.27645 0.40044
H -1.78258 1.58730 -0.18736
H 2.27058 1.00179 0.72206
C -2.33762 0.64365 -0.00720
O 1.31221 -0.26841 -0.17920
H 3.15842 0.62948 -0.72649
C 2.67328 0.12815 0.15142
C -2.90635 -0.43680 0.02622
H 1.51172 -1.18163 -0.47254
H 3.41401 -0.62320 0.67487
```

HOMO, eV: -10.3
DFT total energy, a.u.: -193.00112
Energy relative to the best compared isomer or geometry (same formula, charge and spin), kcal per mole: 89.2
Largest force on an atom, eV/A: 3.433
E_LUMO, eV: 0.97
Spin multiplicity: 1
Net charge: 0
SMILES: C#C.CO